No. 1
36
Properties=species:S:1:pos:R:3:forces:R:3 method="wB97M-V/def2-TZVPD" total_charge=-2 relative_energy_kcal_mol=25.1
C 2.94007 -1.45947 -6.08802 0.237 -0.001 0.204
O 2.73789 0.23223 0.75759 -0.719 -0.338 -1.798
C -3.28077 -0.19915 0.70498 0.323 0.170 -0.131
C 2.02405 -1.21179 -3.84150 0.710 -0.055 -0.078
Se 2.03729 -0.80530 1.86126 -0.284 -0.114 1.468
Cl 6.03282 -1.20938 -3.54822 0.093 0.059 0.056
C 1.84759 -1.37873 -5.21988 -0.008 0.037 0.107
C -1.77059 1.40806 3.61809 0.066 -0.212 0.012
H -5.36798 1.80979 4.95063 0.007 0.036 -0.011
H -3.44378 2.28616 6.43359 0.014 -0.005 -0.015
H -0.76469 1.24684 3.25429 0.075 -0.011 -0.058
Cl 2.68648 -1.62085 -7.79158 -0.064 -0.034 -0.154
C 3.35871 -1.07303 -3.33626 -0.230 -0.330 -0.958
O 3.05512 -1.92921 2.36254 0.414 -0.522 -0.072
C -1.98742 1.82423 4.92048 0.015 -0.008 -0.022
Ir 1.65221 -0.55202 -0.93200 1.627 0.606 -1.845
H -5.00117 1.08886 2.63652 -0.020 -0.047 -0.089
O 0.84067 -1.45954 0.86433 -0.325 0.706 -1.367
C -4.15684 1.29185 3.27068 0.087 0.028 -0.069
C -4.35505 1.70735 4.57982 0.005 -0.008 -0.002
O 3.48108 -0.80342 -2.07792 -0.853 0.680 1.519
C 4.23421 -1.40683 -5.58416 -0.272 -0.032 -0.066
Cl 0.23145 -1.48025 -5.83192 -0.106 -0.016 0.038
Cl 5.59018 -1.50042 -6.65620 0.130 -0.054 -0.064
N -1.42990 1.19750 0.91397 0.363 0.518 0.120
C 4.43594 -1.24535 -4.21122 -0.233 0.202 0.232
S -2.39336 -0.45467 -0.76894 0.233 0.377 0.446
C -1.16866 0.72223 -0.24659 -1.217 -0.343 0.000
O 1.06100 -1.15786 -2.98702 -0.763 0.244 1.664
H -1.12976 2.00551 5.55552 -0.015 0.024 0.011
S 0.05674 1.26530 -1.33002 1.524 -1.446 0.764
O 1.39099 0.00732 3.08189 -0.395 0.394 0.266
N -2.57798 0.69355 1.46241 -0.186 -0.352 -0.336
S -4.73006 -0.94049 1.01739 -0.233 -0.224 0.109
C -2.85897 1.12814 2.79628 0.024 0.042 0.038
C -3.27752 1.97285 5.40921 -0.024 0.032 0.081

No. 2
29
Properties=species:S:1:pos:R:3:forces:R:3 method="wB97M-V/def2-TZVPD" total_charge=-1 relative_energy_kcal_mol=0.0
H -2.66195 -0.80010 -0.64418 0.265 -0.380 -0.226
N -1.47991 1.58346 -0.79241 -0.269 0.270 -0.132
O 1.29335 -0.75671 1.72653 0.153 3.270 0.926
C 0.24390 -2.61188 -2.50329 0.090 -0.003 0.186
O -1.24596 2.81473 -0.58687 0.048 -0.814 0.117
N -1.04546 -5.91298 -2.38775 0.196 1.909 0.184
F 3.64071 3.21770 2.73420 -0.741 -0.466 0.081
C 2.48793 2.54883 2.54904 1.570 -0.942 -0.351
H -2.87425 -3.20630 -1.23705 0.269 0.009 0.039
C -0.89564 -3.33809 -2.08888 0.264 0.230 -0.364
F -1.10831 3.27124 2.29303 1.211 -0.603 0.089
F -1.07606 0.62890 1.66081 1.253 0.602 0.904
H 0.57879 1.09072 -0.94053 -0.582 0.314 -0.248
C 2.49442 1.20979 2.34386 1.564 0.900 0.521
C 0.34860 -1.26964 -2.19382 -0.264 0.288 0.480
C 0.07655 1.27740 1.93531 -2.180 0.384 0.045
C 0.05237 2.59216 2.25427 -1.710 -0.406 -0.593
O 1.27536 4.58980 2.64460 0.144 -2.472 -0.209
F 3.64436 0.50848 2.43242 -0.931 0.570 -0.173
C -1.96046 -2.66718 -1.48317 0.022 0.476 0.210
C -0.44619 0.71813 -0.98701 0.044 0.482 -0.619
C -1.86171 -1.31847 -1.16326 -0.117 -0.664 -0.233
H 1.23700 -0.67107 -2.44286 -0.365 -0.490 -0.041
C -0.96265 -4.75250 -2.26703 -0.246 -1.981 -0.373
O -2.67285 1.14788 -0.83152 0.853 1.107 0.114
C -0.68551 -0.59754 -1.46454 0.390 -0.809 0.196
H 1.04498 -3.12395 -3.04746 -0.305 0.170 0.278
C 1.28690 0.46665 1.99219 -0.227 -3.479 -1.109
C 1.27172 3.36055 2.49533 -0.399 2.528 0.302

No. 3
46
Properties=species:S:1:pos:R:3:forces:R:3 method="wB97M-V/def2-TZVPD" relative_energy_kcal_mol=0.0
F -1.91794 0.25795 4.48673 0.002 0.003 -0.010
F -0.83632 0.04018 2.03910 0.149 0.047 -0.030
H -2.19671 1.16580 -1.14721 -0.059 0.002 -0.002
S -0.04108 2.30892 0.15893 0.098 -0.286 -0.012
C -1.12006 3.62251 2.30232 -0.058 0.022 0.089
N 3.27061 -0.32310 -3.25064 -0.085 -0.045 -0.007
Zr 0.97918 -0.09987 -0.04685 -0.144 0.415 0.214
C -3.02262 -1.86449 -0.55888 -0.114 0.129 -0.185
C 0.85668 0.79012 -3.86947 0.140 0.007 -0.110
C -3.41046 -0.59053 -0.95069 0.032 -0.008 0.016
C -1.69232 3.73971 3.55835 0.025 -0.019 -0.035
F 0.37552 -0.43777 -3.71855 -0.071 -0.126 0.046
C -0.80116 2.38574 1.75066 0.052 -0.030 -0.133
F 4.21464 -2.37415 -0.14624 -0.037 -0.045 0.002
O -3.46028 -4.18331 -0.08949 -0.009 0.100 -0.012
C 2.22124 0.31421 1.71335 -0.055 -0.135 -0.106
C 4.45982 -1.53113 -1.13714 0.106 -0.081 -0.149
O 0.42916 -1.96915 0.63071 0.082 -0.234 -0.098
C -3.97572 -3.00107 -0.40542 0.057 -0.135 0.011
N -1.22792 -0.52573 -0.63564 -0.079 0.058 0.076
C -1.09383 1.27741 2.52927 -0.085 0.023 -0.029
F -1.98220 4.94076 4.05051 -0.001 -0.014 0.009
C -1.65902 1.35909 3.78641 -0.008 0.046 -0.001
F 5.57957 -1.86390 -1.75382 -0.008 0.048 0.083
O 1.83924 -1.52589 -1.56211 0.310 0.038 0.439
C -1.96099 2.60619 4.30746 0.004 -0.034 -0.011
O -5.15238 -2.83077 -0.57571 -0.019 0.019 -0.001
F -0.02649 1.65616 -3.39277 -0.106 0.162 0.129
C -1.64252 -1.75682 -0.37211 -0.065 -0.014 0.151
H -4.38838 -0.21019 -1.19282 -0.009 -0.020 0.002
S 3.07558 -1.61424 -2.36769 -0.200 -0.058 -0.239
H 1.63456 0.53232 2.60769 0.047 -0.013 0.032
F -2.50824 2.71048 5.51385 0.005 0.013 -0.009
H 2.86093 -0.55026 1.92794 -0.010 -0.013 0.012
F 1.07294 1.02978 -5.14711 -0.018 -0.041 -0.058
H 2.85434 1.18098 1.49826 0.008 -0.006 -0.012
O 2.07717 1.06417 -1.52575 -0.440 0.077 -0.234
F 4.56776 -0.30060 -0.64517 -0.080 0.060 0.041
O -0.75612 -3.85191 0.28714 -0.066 0.018 0.162
C -0.60204 -2.65306 0.21884 0.099 0.010 -0.073
O 3.05646 2.15311 -3.48444 0.098 -0.044 -0.054
F -0.87808 4.74038 1.61981 0.010 -0.012 -0.008
S 2.46217 0.98275 -2.95986 0.350 0.162 0.233
H -2.48079 -4.15602 0.01421 0.019 -0.040 0.004
N -2.31288 0.17334 -0.97956 0.126 -0.055 -0.064
O 3.25900 -2.81809 -3.08638 0.004 0.045 -0.066

no.,highest occupied orbital energy (eV),total energy (eV),gap between HOMO and LUMO (eV)
1,-2.41,-180644.24984,6.3
2,-4.01,-36635.43402,3.8
3,-9.18,-99146.01766,8.1